Formula: C25H45FeN6O
Source: the OMol25 dataset
Level of theory: ωB97M-V with the def2-TZVPD basis set

Positions of all 78 atoms, in Å:
H (-24.22772, 18.45343, 13.99007)
N (-29.81102, 20.89324, 19.08229)
H (-32.37136, 23.47427, 20.42324)
C (-29.99857, 21.85739, 19.70077)
C (-25.09538, 24.89904, 18.98196)
C (-26.75378, 20.52912, 16.30948)
H (-28.73965, 12.97184, 16.01356)
C (-25.52588, 24.90151, 17.51910)
C (-31.40888, 19.73510, 15.99769)
C (-25.70819, 22.52192, 19.66376)
N (-20.59587, 20.14057, 12.04685)
H (-23.89969, 20.10284, 13.59219)
H (-29.50482, 14.37804, 14.21302)
H (-24.50927, 20.49592, 23.10852)
C (-24.44001, 19.99799, 22.14137)
H (-25.90044, 25.23912, 19.63336)
H (-23.65426, 19.16407, 11.08211)
N (-28.43736, 17.20791, 17.49224)
H (-23.95464, 17.57151, 11.74024)
C (-24.12247, 18.63473, 11.91199)
H (-33.21404, 19.28690, 15.00565)
H (-26.08518, 21.25437, 16.77327)
H (-34.53939, 22.07501, 15.61227)
C (-28.53146, 14.04171, 16.02461)
C (-25.20254, 18.61390, 22.15197)
H (-34.08847, 19.50059, 17.04323)
C (-31.44774, 23.83385, 19.96967)
C (-32.78959, 20.13672, 15.54021)
H (-24.93913, 20.63087, 21.40757)
H (-23.36145, 19.85552, 22.07431)
H (-33.16997, 20.85452, 17.49411)
N (-26.60099, 21.85891, 19.81432)
H (-30.49174, 14.82758, 16.58442)
C (-30.19300, 23.07494, 20.47675)
C (-33.74138, 20.45807, 16.65482)
H (-24.34337, 25.68660, 18.93378)
H (-31.06353, 24.80203, 18.14049)
H (-23.79703, 23.18387, 18.95001)
H (-26.41621, 25.50556, 17.34435)
H (-32.57207, 20.91273, 14.80632)
H (-32.77871, 24.10618, 18.24591)
C (-34.90857, 21.45814, 16.43158)
H (-24.93679, 17.88075, 21.39041)
H (-26.17673, 19.74271, 15.82300)
C (-23.63664, 19.08008, 13.32223)
H (-27.66814, 14.62080, 14.02306)
O (-27.60347, 20.00383, 17.31760)
H (-25.17493, 18.78415, 11.67093)
H (-27.51652, 13.99111, 16.41886)
C (-27.43110, 18.86084, 20.96448)
H (-24.85752, 18.05369, 23.02102)
H (-27.01371, 19.59980, 22.89703)
H (-21.77553, 18.84370, 14.55919)
C (-28.90636, 16.13042, 17.20092)
H (-24.37007, 23.72746, 20.59242)
H (-28.68184, 15.79677, 14.74646)
H (-31.43202, 24.82030, 20.43310)
H (-24.88072, 25.31735, 16.74517)
H (-25.75110, 23.88951, 17.18259)
H (-31.46713, 23.14386, 17.83998)
N (-28.06536, 18.91255, 19.97736)
H (-35.84259, 20.92794, 16.24559)
Fe (-29.14088, 19.11694, 18.20044)
H (-29.28574, 23.67746, 20.43253)
C (-26.76610, 18.74503, 22.26762)
C (-31.71810, 23.99588, 18.47178)
N (-30.33580, 19.48607, 16.40816)
H (-21.74688, 17.69377, 13.21966)
H (-27.34330, 20.91920, 15.47977)
H (-30.43680, 22.93855, 21.53035)
C (-24.63247, 23.54370, 19.55055)
H (-34.99720, 21.96569, 17.39213)
H (-27.16878, 17.81173, 22.66120)
C (-21.25325, 19.47324, 12.75849)
C (-28.56149, 14.71869, 14.63985)
C (-22.14449, 18.65290, 13.55144)
C (-29.45713, 14.76599, 16.92193)
H (-29.41635, 14.20105, 17.85321)

Total charge   +2
Kohn-Sham gap (alpha / beta)   9.4486 / 5.6428 eV
Total energy   -2646.38641 Eh
Spin multiplicity   6
Max |F|   6.5 eV/Å
LUMO level (alpha / beta)   -0.1771 / -0.3169 Eh
Highest occupied orbital energy (alpha / beta)   -14.27 / -14.27 eV

Formula: C10H10Cl3LuNO2
Source: the OMol25 dataset
Level of theory: ωB97M-V with the def2-TZVPD basis set

Positions of all 27 atoms, in Å:
H (-1.53230, -0.59488, -2.52736)
C (0.46320, -2.70007, 2.08767)
H (2.56689, 0.72196, -1.71240)
Cl (-0.27328, 5.01076, 0.97298)
H (-0.44385, -3.06716, 1.58903)
H (-2.19212, -1.09360, 1.18122)
H (0.96892, -3.35782, 2.79900)
C (0.40887, 0.51934, -2.31695)
H (1.47544, 0.49499, 2.37848)
N (-1.49277, -0.63821, 0.84971)
C (0.95521, -1.49064, 1.84348)
C (-0.49181, -0.59653, -2.23031)
C (1.68069, 0.10395, -1.79554)
Lu (0.09321, 0.05857, -0.03684)
C (1.34256, 4.43227, 0.51471)
O (1.57284, 2.94807, -1.36976)
H (2.57453, -0.33980, 1.10483)
C (0.22469, -1.69733, -1.66371)
C (1.67934, -0.39001, 1.75180)
C (1.55780, -1.26589, -1.38521)
H (-0.18281, -2.68263, -1.45350)
Cl (2.33605, 4.22518, 1.97179)
C (1.19360, 3.04188, -0.22447)
H (0.16570, 1.50456, -2.68901)
Cl (2.10406, 5.62504, -0.55575)
O (0.61855, 2.10661, 0.48840)
H (2.33984, -1.86940, -0.94229)

Total charge   -1
Kohn-Sham gap (alpha / beta)   6.0592 / 6.0587 eV
Total energy   -3208.37970 Eh
Spin multiplicity   1
Max |F|   7.4 eV/Å
LUMO level (alpha / beta)   0.1031 / 0.1031 Eh
Highest occupied orbital energy (alpha / beta)   -3.25 / -3.25 eV

Formula: C5H10O3
Source: the OMol25 dataset
Level of theory: ωB97M-V with the def2-TZVPD basis set

Positions of all 18 atoms, in Å:
H (-1.63617, 1.00582, -2.67321)
H (0.96332, -1.61721, 2.43940)
H (0.89139, -1.12213, -1.46300)
C (-1.26381, 1.23477, -1.67284)
H (0.32094, 0.94417, 2.20608)
H (-1.20333, 2.31541, -1.53125)
H (-1.93850, 0.81259, -0.92802)
H (-0.03602, 1.72709, 0.73518)
C (0.67817, -1.78771, 1.40053)
O (-0.01338, -0.79911, -1.29170)
C (0.10825, 0.65809, -1.52183)
H (0.18189, -2.75946, 1.33412)
C (-0.28269, -0.71978, 0.95118)
O (1.15114, 1.08364, -1.95339)
H (1.52971, 0.74426, 0.93673)
H (1.56909, -1.78508, 0.77210)
O (-1.48024, -0.77399, 1.13192)
C (0.46023, 0.83864, 1.12799)

Total charge   0
Energy relative to the best compared isomer or geometry (same formula, charge and spin)   38.6 kcal/mol
Kohn-Sham gap   9.9318 eV
Total energy   -422.19500 Eh
Spin multiplicity   1
Max |F|   4.8 eV/Å
LUMO level   0.0243 Eh
Highest occupied orbital energy   -9.27 eV
SMILES string   CC(=O)O.CC(C)=O

Q: What is the spin multiplicity in the third record?
A: 1

Q: The lowest total charge belongs to which entry?
A: C10H10Cl3LuNO2